(1)
# C5H8N2

C5H8N2 in the gas phase (ωB97M-V with the def2-TZVPD basis set, the Open Molecules 2025 dataset).

The geometry in XYZ format:
```
15
Properties=species:S:1:pos:R:3:nbo_charge:R:1
C -0.04 0.00 -1.99 -0.235
C -1.21 0.62 -1.33 -0.250
N 0.19 0.81 -0.82 -0.400
C 0.54 0.27 0.40 0.290
C -0.68 -0.47 2.24 -0.022
C 1.78 -0.17 0.66 -0.506
N -0.45 0.40 1.37 -0.415
H 0.33 0.43 -2.91 0.199
H 0.08 -1.08 -1.91 0.197
H -1.92 -0.01 -0.83 0.203
H -1.63 1.53 -1.73 0.206
H -0.17 -1.43 2.31 0.151
H -1.43 -0.24 3.00 0.172
H 2.52 -0.21 -0.12 0.208
H 2.08 -0.43 1.66 0.203
```

Results
Molecular weight = 96.13 g/mol
Electronic energy = -8292.2010 eV
Structure (SMILES) = C=NC(=C)N1CC1
LUMO energy = 0.94 eV
Kohn-Sham gap = 9.22 eV
2S+1 = 1

***

(2)
# C5H8N2

C5H8N2 in the gas phase (ωB97M-V with the def2-TZVPD basis set, the Open Molecules 2025 dataset).

The geometry in XYZ format:
```
15
Properties=species:S:1:pos:R:3:nbo_charge:R:1
C -1.30 -1.26 0.34 -0.415
N -0.10 -0.47 0.11 -0.258
C 1.12 -0.90 0.14 0.139
C 2.00 0.27 -0.17 -0.572
C 1.12 1.49 -0.31 -0.265
C -0.12 0.96 -0.17 0.075
N -1.44 1.49 -0.30 -0.865
H -2.02 -1.02 -0.44 0.244
H -1.05 -2.32 0.33 0.208
H -1.73 -0.99 1.30 0.220
H 1.36 -1.94 0.36 0.204
H 2.86 0.35 0.50 0.254
H 2.41 0.14 -1.18 0.280
H -1.70 2.00 0.54 0.365
H -1.42 2.19 -1.04 0.385
```

Results
Molecular weight = 96.13 g/mol
Electronic energy = -8291.5523 eV
LUMO energy = 0.65 eV
Kohn-Sham gap = 7.94 eV
2S+1 = 1

***

(3)
# C5H8N2

2 unconnected molecules or ions with the total composition C5H8N2 (ωB97M-V with the def2-TZVPD basis set, the Open Molecules 2025 dataset).

The geometry in XYZ format:
```
15
Properties=species:S:1:pos:R:3:nbo_charge:R:1
C -1.33 1.14 -0.55 -0.669
C -0.87 0.00 0.25 0.205
C 1.75 0.34 -1.03 -0.667
C 2.03 -0.33 0.06 0.446
N 2.24 -0.95 1.09 -0.624
C -0.72 -0.64 1.35 -0.180
N -0.73 -1.47 0.07 -0.630
H -0.95 2.08 -0.15 0.242
H -1.06 1.06 -1.60 0.235
H -2.43 1.16 -0.47 0.235
H 1.84 1.42 -1.05 0.239
H 1.41 -0.19 -1.91 0.248
H -0.86 -0.77 2.40 0.236
H 1.35 -1.02 1.60 0.378
H -1.68 -1.84 -0.06 0.308
```

Results
Molecular weight = 96.13 g/mol
Electronic energy = -8289.8880 eV
Structure (SMILES) = CC1=CN1.C=C=N
LUMO energy = 0.87 eV
Kohn-Sham gap = 9.22 eV
2S+1 = 1

***

(4)
# C5H8N2

C5H8N2 in the gas phase (ωB97M-V with the def2-TZVPD basis set, the Open Molecules 2025 dataset).

The geometry in XYZ format:
```
15
Properties=species:S:1:pos:R:3:nbo_charge:R:1
C 2.31 0.19 0.01 -0.393
N 0.89 -0.08 0.11 -0.331
C 0.33 -1.32 0.23 -0.044
C -1.04 -1.18 0.18 -0.349
C -1.32 0.21 0.01 0.102
N -2.60 0.79 -0.02 -0.810
C -0.11 0.86 -0.04 -0.152
H 2.87 -0.69 0.35 0.211
H 2.60 0.42 -1.02 0.198
H 2.58 1.04 0.66 0.205
H 0.94 -2.20 0.35 0.207
H -1.77 -1.97 0.29 0.221
H -3.23 0.28 -0.63 0.367
H -2.58 1.75 -0.32 0.365
H 0.13 1.91 -0.15 0.204
```

Results
Molecular weight = 96.13 g/mol
Electronic energy = -8294.5403 eV
Structure (SMILES) = Cn1ccc(N)c1
LUMO energy = 1.03 eV
Kohn-Sham gap = 8.53 eV
2S+1 = 1

***

(5)
# C5H8N2

C5H8N2 in the gas phase (ωB97M-V with the def2-TZVPD basis set, the Open Molecules 2025 dataset).

The geometry in XYZ format:
```
15
Properties=species:S:1:pos:R:3:nbo_charge:R:1
C 1.35 -0.79 0.27 -0.600
C 1.07 0.56 -0.46 -0.078
N 0.00 0.90 -1.41 -0.540
C -0.46 0.41 -0.15 -0.012
C -1.34 -0.83 -0.29 -0.606
C -0.73 1.22 1.00 0.247
N -0.91 1.83 1.96 -0.329
H 0.65 -1.07 1.10 0.196
H 1.39 -1.65 -0.38 0.225
H 2.26 -0.56 0.79 0.228
H 1.57 1.46 -0.05 0.205
H -0.16 1.90 -1.36 0.376
H -0.99 -1.51 -1.07 0.233
H -1.49 -1.39 0.64 0.221
H -2.30 -0.41 -0.61 0.234
```

Results
Molecular weight = 96.13 g/mol
Electronic energy = -8291.2609 eV
Structure (SMILES) = C[C@H]1N[C@]1(C)C#N
LUMO energy = 0.84 eV
Kohn-Sham gap = 9.63 eV
2S+1 = 1

***

(6)
# C5H8N2

C5H8N2 in the gas phase (ωB97M-V with the def2-TZVPD basis set, the Open Molecules 2025 dataset).

The geometry in XYZ format:
```
15
Properties=species:S:1:pos:R:3:nbo_charge:R:1
C 1.81 0.91 0.21 -0.613
C 0.47 0.48 -0.33 -0.078
C 0.34 -0.68 -1.24 -0.252
N -0.03 -0.80 0.17 -0.399
C -1.46 -0.90 0.45 -0.327
C -1.96 0.22 1.27 0.272
N -2.37 1.11 1.87 -0.316
H 2.48 0.05 0.29 0.217
H 1.70 1.35 1.21 0.221
H 2.28 1.65 -0.44 0.214
H -0.26 1.27 -0.45 0.202
H -0.47 -0.66 -1.97 0.190
H 1.21 -1.25 -1.55 0.206
H -2.07 -0.92 -0.47 0.218
H -1.65 -1.83 0.99 0.245
```

Results
Molecular weight = 96.13 g/mol
Electronic energy = -8293.2863 eV
Structure (SMILES) = C[C@H]1CN1CC#N
LUMO energy = 0.94 eV
Kohn-Sham gap = 10.69 eV
2S+1 = 1